[1]
18
Properties=species:S:1:pos:R:3:lowdin_charge:R:1 method="wB97M-V/def2-TZVPD" e_lumo_ev=0.36 total_charge=0
C 2.0613 -0.1794 -0.0072 -0.4953
C 1.9052 1.2032 -0.1903 0.0383
C 0.5306 1.7389 0.0198 0.0181
C -0.5388 0.8850 0.2043 -0.2291
C -2.6114 -0.1431 -0.0183 -0.4353
C -1.6225 -1.2632 0.1965 -0.0600
C -0.2604 -0.5868 -0.0251 -0.1138
C 1.0781 -1.0452 -0.1139 -0.0156
H 3.4980 -1.4950 0.1996 0.2053
H 2.7209 1.8482 -0.1590 0.0907
H 0.6390 2.7448 -0.1831 0.0711
H -2.4177 1.8731 -0.1214 0.1987
H -1.6051 -1.7579 1.3235 0.1845
H -2.1290 -2.1718 -0.4301 0.1671
H 1.1049 -2.2126 -0.5386 0.1900
N -1.8711 1.0359 0.2750 0.0890
O 3.2995 -0.4697 -0.0486 0.0445
O -3.7815 -0.0043 -0.3831 0.0517


[2]
8
Properties=species:S:1:pos:R:3:lowdin_charge:R:1 method="wB97M-V/def2-TZVPD" s_squared=15.765 e_lumo_ev="-4.66 / -4.49" multiplicity=8 total_charge=+1
H 1.0866 1.4089 -0.2780 -0.0266
O -0.3513 -1.6234 -0.6087 -0.1059
C -0.0569 -0.5413 -0.1146 -0.5687
C -0.5776 0.7454 -0.7199 -0.4679
O -1.1476 0.7612 -1.8553 -0.2328
Li -2.4553 -0.3968 -2.3975 0.8406
Eu 2.4419 -0.2218 0.8192 1.4698
H -1.0623 1.3411 0.0909 0.0915


[3]
82
Properties=species:S:1:pos:R:3:lowdin_charge:R:1 method="wB97M-V/def2-TZVPD" e_lumo_ev=2.34 total_charge=-1
Pd 0.9187 0.3959 1.5568 0.1392
C -4.2184 1.8779 1.4444 -0.0613
N -4.4807 0.4527 1.3278 -0.1203
C -3.6308 -0.5314 1.0062 -0.1504
N -4.2166 -1.7067 1.1656 0.0657
C -5.4536 -1.3627 1.6036 -0.2401
N -5.6597 -0.0704 1.7256 0.1009
C -3.8365 2.2551 2.8552 -0.1815
C -4.3885 3.3458 3.5077 -0.0290
C -3.9910 3.6660 4.8038 -0.0741
C -3.0656 2.8822 5.4702 -0.0240
C -2.5180 1.7816 4.8153 -0.1276
C -2.8821 1.4918 3.5096 0.0308
C -1.5839 0.8726 5.4727 -0.2899
N -0.9331 0.9670 6.5819 0.1202
N -0.2184 -0.2218 6.7152 0.1120
C -0.4979 -0.9270 5.6724 -0.3261
O -1.3611 -0.3057 4.8507 0.1082
C -0.0365 -2.2558 5.2797 -0.1462
C 0.7612 -3.0102 6.1360 -0.0293
C 1.1724 -4.2719 5.7429 -0.0767
C 0.7816 -4.7838 4.5105 -0.0446
C -0.0158 -4.0346 3.6567 -0.1979
C -0.4856 -4.6090 2.3405 -0.0852
N -0.3104 -3.7104 1.2228 -0.1394
C -1.2238 -2.9753 0.5665 -0.1645
N -0.6380 -2.2468 -0.3611 0.0911
C 0.6713 -2.5724 -0.2098 -0.2471
N 0.9205 -3.4594 0.7280 0.1103
C -0.4104 -2.7606 4.0396 0.0323
H -5.1121 2.4087 1.1214 0.1300
H -3.4025 2.1123 0.7612 0.0942
H -2.6146 -0.3480 0.6832 0.0974
H -6.2228 -2.0821 1.8336 0.0929
H -5.1339 3.9518 3.0057 0.1114
H -4.4259 4.5237 5.3010 0.0991
H -2.7694 3.1025 6.4872 0.1116
H -2.3910 0.6767 2.9937 0.1044
H 1.0513 -2.5958 7.0924 0.1151
H 1.8042 -4.8607 6.3951 0.1018
H 1.1120 -5.7704 4.2066 0.1097
H -1.5509 -4.8415 2.3928 0.1340
H 0.0516 -5.5322 2.1226 0.1215
H -2.2806 -2.9956 0.7975 0.0944
H 1.4563 -2.1414 -0.8077 0.0760
H -0.9927 -2.1428 3.3662 0.1188
C 3.1059 0.2257 -1.7952 -0.3011
P 2.5971 0.6809 -0.0722 0.7371
C 2.7751 2.5033 -0.2311 -0.2854
C 4.1819 0.2638 0.7927 -0.4373
C 4.0593 0.5203 2.2921 -0.4386
P 2.5103 -0.2333 3.0100 0.6877
C 3.0834 -1.9762 3.1573 -0.2705
C 2.8110 0.3012 4.7471 -0.2863
H 4.0399 0.7105 -2.0976 0.0280
H 2.3153 0.5185 -2.4882 0.0312
H 3.2351 -0.8561 -1.8711 0.0167
H 3.7293 2.7931 -0.6817 0.0320
H 2.6773 2.9583 0.7551 0.0266
H 1.9513 2.8809 -0.8399 0.0329
H 5.0213 0.8183 0.3577 0.0718
H 4.3656 -0.8010 0.6109 0.0686
H 3.9958 1.5964 2.4825 0.0668
H 4.9344 0.1455 2.8347 0.0691
H 4.0991 -2.0275 3.5622 0.0385
H 3.0427 -2.4644 2.1834 0.0164
H 2.4132 -2.5228 3.8216 0.0043
H 3.8381 0.0903 5.0635 0.0341
H 2.1241 -0.2045 5.4248 0.0035
H 2.6211 1.3723 4.8266 0.0347
N -3.2110 5.5067 -2.0991 0.1118
C -2.6671 4.6843 -1.5022 -0.2165
C -1.9919 3.6605 -0.7608 -0.2899
C -1.4850 3.9233 0.5142 -0.0760
C -0.8539 2.9162 1.2289 -0.1732
C -0.6552 1.6035 0.7366 -0.2869
C -1.1886 1.3977 -0.5601 -0.1910
C -1.8399 2.3759 -1.2942 -0.0776
H -1.6020 4.9147 0.9387 0.1069
H -0.4951 3.1624 2.2236 0.0743
H -1.0708 0.4188 -1.0200 0.0634
H -2.2309 2.1611 -2.2828 0.1059


[4]
14
Properties=species:S:1:pos:R:3:lowdin_charge:R:1 method="wB97M-V/def2-TZVPD" e_lumo_ev=0.92 total_charge=0
C -1.6377 -0.1454 1.8200 -0.1662
C 0.4762 -0.3698 0.9077 -0.3441
C 1.2147 -0.3653 -0.4120 -0.6434
H -1.2707 -0.6207 2.8135 0.1099
H -2.6576 -0.4702 1.7053 0.0607
H -1.5861 0.9847 1.8516 0.0900
H -1.3212 -0.1370 -0.0833 0.0020
H 0.4545 0.6533 1.3815 0.1068
H 0.9325 -1.2607 1.5437 0.1566
H 2.2865 -0.0759 -0.2186 0.0957
H 1.1424 -1.3820 -0.6814 0.0534
H 0.9246 1.7656 -1.0076 -0.1034
N -0.9414 -0.6244 0.6447 -0.1693
S 0.4603 0.6373 -1.6070 0.7513


[5]
17
Properties=species:S:1:pos:R:3:lowdin_charge:R:1 method="wB97M-V/def2-TZVPD" e_lumo_ev=0.52 total_charge=0
C -0.4745 -1.1473 -2.2444 -0.0836
C 0.7035 0.4108 -0.6965 -0.4164
C 1.7861 1.3498 -0.3850 -0.0321
C -0.8392 0.9439 1.2284 -0.3658
H -1.1153 -1.3691 -1.4122 0.0048
H 0.3274 -1.9797 -2.5421 0.1182
H -1.1763 -0.7872 -3.1347 0.1086
H 2.3174 1.8149 -1.2832 0.1225
H 1.2312 2.1262 0.0326 0.0373
H 2.4168 0.8804 0.3576 0.0847
H 0.8144 -1.5393 2.3117 -0.0625
H -0.9936 0.7194 2.4692 0.1516
H -1.9049 2.5721 1.5648 0.0768
N 0.5080 -0.0494 -1.7991 0.0433
N -0.1344 -0.0487 0.5996 -0.5523
N -1.4446 2.0562 0.6654 0.0199
S -0.0922 -1.5930 1.1225 0.7450


[6]
21
Properties=species:S:1:pos:R:3:lowdin_charge:R:1 method="wB97M-V/def2-TZVPD" e_lumo_ev=-3.37 total_charge=+1
C 1.5058 0.6180 -2.0417 0.0945
C 1.9614 1.2299 0.3952 -0.1564
C 0.8057 0.9430 1.3717 -0.0458
C -0.8471 -0.4178 -0.0935 -0.4646
C -2.1482 0.2997 0.1209 0.0166
N 1.6962 0.9590 -0.9690 -0.0390
N 0.0921 -0.3680 1.0498 0.1267
O -0.5304 -2.0522 -2.5717 -0.4050
O -1.2607 -1.7614 -0.2360 -0.4389
S -0.3061 -2.7515 -1.1413 0.9639
H 1.9654 2.3229 0.4392 0.1402
H 2.9027 0.7918 0.8157 0.1551
H 1.2625 0.8664 2.4391 0.1828
H 0.0422 1.6305 1.3515 0.0926
H -0.2854 -0.1107 -0.8849 0.0460
H -1.9619 1.3964 0.1995 0.1016
H -2.7376 -0.2852 0.9214 0.1414
H -2.6856 0.3047 -0.8652 0.1256
H 0.2119 -1.8856 -3.1569 0.0579
H 0.7472 -1.1474 1.0433 0.1749
H -0.4298 -0.5827 1.8133 0.1300


[7]
12
Properties=species:S:1:pos:R:3:lowdin_charge:R:1 method="wB97M-V/def2-TZVPD" e_lumo_ev="-1.01 / -0.95" total_charge=0
O 2.8160 -0.2895 -0.2387 0.0036
C 1.6148 -0.3417 0.0046 -0.5818
C 0.6954 -1.4157 -0.1083 0.1752
C -1.7754 0.3360 0.0988 0.0089
C -0.6648 1.0217 0.3826 -0.1824
C 0.6811 0.7582 -0.1197 0.0549
H -0.1761 -1.4835 0.5313 0.0618
H 0.9265 -2.2675 -0.7466 0.0921
H -1.7511 -0.5009 -0.5944 0.0638
H -2.7400 0.6285 0.5016 0.0619
H -0.7560 1.9526 0.9485 0.1101
H 1.1295 1.6018 -0.6597 0.1319


[8]
17
Properties=species:S:1:pos:R:3:lowdin_charge:R:1 method="wB97M-V/def2-TZVPD" e_lumo_ev=3.50 total_charge=-1
C -2.4014 -1.5430 0.0611 -0.4362
C -0.3846 0.5997 -0.2423 -0.2667
C -0.2528 -0.7425 -0.3307 -0.4008
C -1.5603 1.4010 -0.1913 -0.2900
C 1.8134 0.2123 -0.2853 -0.2258
N -1.0671 -1.8191 -0.0636 0.0352
N -2.2806 2.3194 -0.0606 0.0608
N 0.8479 1.2541 -0.4553 -0.0082
N 1.0504 -1.0525 -0.5302 0.0467
N -2.9147 -0.4088 -0.2092 -0.4722
S -4.5905 -0.2248 -0.0818 0.5893
H -3.1621 -2.3708 0.4132 0.0968
H 2.6477 0.4410 -0.8476 0.0707
H 2.2749 0.1046 0.6959 0.0974
H -4.7317 1.0736 0.4729 -0.1480
H 0.9852 2.1849 -0.0109 0.1340
H 1.4346 -1.7837 0.0659 0.1171


| no. | electronic energy (eV) |
| --- | --- |
| 1 | -13991.710 |
| 2 | -25724.973 |
| 3 | -72323.124 |
| 4 | -15581.053 |
| 5 | -19595.748 |
| 6 | -23263.637 |
| 7 | -7325.664 |
| 8 | -23566.753 |